Here is the molecule C5H12N2 in a non-equilibrium geometry from the Open Molecules 2025 dataset. Energies are from the ωB97M-V functional and the def2-TZVPD basis.

Computed properties:
HOMO energy = -0.2867 hartree
M = 100.16 g/mol
Relative energy (zero: lowest compared OMol25 entry of this formula, charge and spin) = 143.46 kJ/mol
LUMO level = 1.133 eV
Total energy = -8358.6493 eV
Kohn-Sham gap = 8.9345 eV
SMILES = CCC/C(N)=C/N

Geometry as ORCA input:
```
! RIJCOSX wB97M-V def2-TZVPD def2/J DEFGRID3
* xyz 0 1
C -0.708 2.321 -1.401
C -0.032 0.970 -1.001
C -1.009 0.124 -0.133
C -0.246 -0.949 0.676
C 0.775 -0.552 1.450
N 1.789 -1.524 1.822
N -0.470 -2.286 0.397
H -0.495 3.241 -0.865
H -1.783 2.120 -1.312
H -0.579 2.503 -2.467
H 0.901 1.109 -0.470
H 0.228 0.509 -1.956
H -1.525 0.708 0.620
H -1.736 -0.275 -0.836
H 1.133 0.446 1.665
H 2.492 -1.574 1.098
H 2.053 -1.622 2.777
H -1.167 -2.447 -0.308
H 0.378 -2.823 0.242
*
```

---

Here is the molecule C5H12N2 in a non-equilibrium geometry from the Open Molecules 2025 dataset. Energies are from the ωB97M-V functional and the def2-TZVPD basis.

Computed properties:
HOMO energy = -0.3302 hartree
M = 100.16 g/mol
Relative energy (zero: lowest compared OMol25 entry of this formula, charge and spin) = 201.11 kJ/mol
LUMO level = 1.036 eV
Total energy = -8358.0519 eV
Kohn-Sham gap = 10.0210 eV
SMILES = C=CC[C@@H](N)CN

Geometry as ORCA input:
```
! RIJCOSX wB97M-V def2-TZVPD def2/J DEFGRID3
* xyz 0 1
N -0.411 1.870 -0.995
C -0.332 0.511 -0.377
C 0.037 0.585 1.088
C 0.215 -0.739 1.723
C -0.690 -1.319 2.524
C 0.856 -0.428 -1.094
N 0.692 -0.410 -2.581
H -0.004 1.865 -1.932
H -1.359 2.330 -0.877
H -1.298 -0.007 -0.424
H 0.946 1.201 1.203
H -0.849 1.045 1.516
H 1.213 -1.174 1.625
H -1.473 -0.728 2.949
H -0.393 -2.268 3.084
H 1.792 -0.164 -0.667
H 0.630 -1.499 -0.854
H 0.027 -1.112 -2.885
H 0.401 0.439 -3.026
*
```

---

Here is a cluster of 2 separate species, C5H12N2 in total in a non-equilibrium geometry from the Open Molecules 2025 dataset. Energies are from the ωB97M-V functional and the def2-TZVPD basis.

Computed properties:
HOMO energy (spin up / spin down) = -0.2577 / -0.2577 hartree
M = 100.16 g/mol
Relative energy (zero: lowest compared OMol25 entry of this formula, charge and spin) = 588.98 kJ/mol
LUMO level (spin up / spin down) = 0.396 / 0.396 eV
Total energy = -8354.0319 eV
Kohn-Sham gap (spin up / spin down) = 7.4075 / 7.4087 eV

Geometry as ORCA input:
```
! RIJCOSX wB97M-V def2-TZVPD def2/J DEFGRID3
* xyz 0 1
C 0.066 0.319 1.112
C 1.127 1.339 1.382
C 0.370 -1.116 1.367
N -0.649 0.657 -0.805
C 0.425 -0.075 -1.269
N -2.044 0.578 -1.342
C 0.319 -1.212 -1.954
H -0.471 1.642 -0.673
H -0.916 0.612 1.473
H -2.323 -0.393 -1.230
H -1.982 0.732 -2.348
H 0.880 2.315 0.960
H 1.208 1.486 2.469
H 2.090 1.024 0.988
H -0.321 -1.770 0.833
H 0.253 -1.312 2.442
H 1.380 -1.377 1.057
H -0.623 -1.708 -2.198
H 1.211 -1.742 -2.264
*
```

---

Here is a cluster of 2 separate species, C5H12N2 in total in a non-equilibrium geometry from the Open Molecules 2025 dataset. Energies are from the ωB97M-V functional and the def2-TZVPD basis.

Computed properties:
HOMO energy (spin up / spin down) = -0.2657 / -0.2657 hartree
M = 100.16 g/mol
Relative energy (zero: lowest compared OMol25 entry of this formula, charge and spin) = 350.68 kJ/mol
LUMO level (spin up / spin down) = 0.772 / 0.772 eV
Total energy = -8356.5017 eV
Kohn-Sham gap (spin up / spin down) = 8.0030 / 8.0035 eV

Geometry as ORCA input:
```
! RIJCOSX wB97M-V def2-TZVPD def2/J DEFGRID3
* xyz 0 1
C -0.276 -0.634 1.277
C -1.070 1.180 0.070
C 0.740 -1.419 2.018
C -0.156 -0.647 -1.616
N -0.158 0.634 1.064
C -0.223 1.114 -1.229
N 1.037 1.589 -0.901
H 0.964 1.171 0.472
H -1.211 -1.144 1.038
H 1.644 1.594 -1.713
H -1.250 2.227 0.318
H -2.002 0.614 -0.008
H -0.728 1.552 -2.096
H 0.989 -2.318 1.453
H 1.641 -0.837 2.193
H 0.336 -1.755 2.975
H 0.683 -1.138 -1.123
H 0.109 -0.546 -2.667
H -1.069 -1.237 -1.524
*
```

---

Here is the molecule C5H12N2 in a non-equilibrium geometry from the Open Molecules 2025 dataset. Energies are from the ωB97M-V functional and the def2-TZVPD basis.

Computed properties:
HOMO energy = -0.2462 hartree
M = 100.16 g/mol
Relative energy (zero: lowest compared OMol25 entry of this formula, charge and spin) = 303.56 kJ/mol
LUMO level = 0.904 eV
Total energy = -8356.9901 eV
Kohn-Sham gap = 7.6031 eV
SMILES = CCC(C)=C(N)N

Geometry as ORCA input:
```
! RIJCOSX wB97M-V def2-TZVPD def2/J DEFGRID3
* xyz 0 1
C -1.206 -0.720 0.051
C 0.778 -0.671 1.699
C -1.101 -1.672 -1.142
C 0.358 1.000 -0.254
C 0.010 -0.088 0.553
N -0.412 2.174 -0.322
N 1.722 1.252 -0.443
H -0.751 2.480 0.585
H -0.015 2.935 -0.859
H 1.898 1.976 -1.129
H 2.276 0.423 -0.614
H -1.799 -1.200 0.842
H -1.400 0.342 -0.641
H 1.203 -1.651 1.453
H 1.599 -0.030 2.028
H 0.095 -0.833 2.541
H -0.596 -2.600 -0.853
H -2.097 -1.914 -1.525
H -0.562 -1.202 -1.969
*
```

---

Here is a cluster of 2 separate species, C5H12N2 in total in a non-equilibrium geometry from the Open Molecules 2025 dataset. Energies are from the ωB97M-V functional and the def2-TZVPD basis.

Computed properties:
HOMO energy = -0.3355 hartree
M = 100.16 g/mol
Relative energy (zero: lowest compared OMol25 entry of this formula, charge and spin) = 108.87 kJ/mol
LUMO level = 0.941 eV
Total energy = -8359.0079 eV
Kohn-Sham gap = 10.0712 eV
SMILES = [H]/N=C/N.C=C(C)C

Geometry as ORCA input:
```
! RIJCOSX wB97M-V def2-TZVPD def2/J DEFGRID3
* xyz 0 1
N 0.895 -2.774 -2.498
C 0.933 -2.012 -1.345
N -0.042 -1.275 -1.004
H 1.798 -2.830 -2.953
H 0.143 -2.544 -3.138
H 1.835 -2.146 -0.746
H 0.051 -0.951 -0.047
C -0.369 1.938 -0.218
C -0.643 1.122 1.016
C -1.871 0.686 1.288
C 0.500 0.897 1.980
H -0.594 3.000 -0.104
H -0.946 1.551 -1.057
H 0.682 1.860 -0.505
H -2.088 0.075 2.154
H -2.691 0.956 0.634
H 0.298 0.048 2.632
H 0.741 1.802 2.533
H 1.368 0.596 1.378
*
```

---

Here is the molecule C5H12N2 in a non-equilibrium geometry from the Open Molecules 2025 dataset. Energies are from the ωB97M-V functional and the def2-TZVPD basis.

Computed properties:
HOMO energy = -0.2734 hartree
M = 100.16 g/mol
Relative energy (zero: lowest compared OMol25 entry of this formula, charge and spin) = 308.20 kJ/mol
LUMO level = 1.085 eV
Total energy = -8356.9420 eV
Kohn-Sham gap = 8.5246 eV
SMILES = CN/C=C/CCN

Geometry as ORCA input:
```
! RIJCOSX wB97M-V def2-TZVPD def2/J DEFGRID3
* xyz 0 1
C -0.803 -2.295 -0.810
C -0.274 -0.889 -1.042
C 0.449 -0.240 0.128
C 0.365 1.131 0.176
N 0.102 2.054 1.342
C 0.030 3.448 1.155
N 0.235 -3.278 -0.862
H -1.157 -2.441 0.188
H -1.577 -2.376 -1.573
H 0.193 -0.841 -2.000
H -1.198 -0.281 -1.159
H 1.214 -0.759 0.733
H 0.316 1.580 -0.818
H -0.183 1.748 2.279
H 0.967 3.994 0.923
H -0.670 3.651 0.313
H -0.431 3.866 2.027
H 0.576 -3.404 -1.767
H 0.988 -3.097 -0.156
*
```

---

Here is the molecule C5H12N2 from the Open Molecules 2025 dataset. Energies are from the ωB97M-V functional and the def2-TZVPD basis.

Computed properties:
HOMO energy = -0.2826 hartree
M = 100.16 g/mol
Relative energy (zero: lowest compared OMol25 entry of this formula, charge and spin) = 114.96 kJ/mol
LUMO level = 1.056 eV
Total energy = -8358.9448 eV
Kohn-Sham gap = 8.7462 eV
SMILES = CN/C=C/CCN

Geometry as ORCA input:
```
! RIJCOSX wB97M-V def2-TZVPD def2/J DEFGRID3
* xyz 0 1
C 1.177 -2.206 0.805
C 1.521 -0.732 0.486
C 0.585 -0.092 -0.483
C -0.078 1.043 -0.250
N -0.926 1.704 -1.103
C -1.782 2.750 -0.607
N -0.223 -2.483 1.021
H 1.566 -2.864 0.032
H 1.692 -2.462 1.726
H 1.479 -0.185 1.447
H 2.564 -0.605 0.189
H 0.549 -0.507 -1.485
H 0.086 1.513 0.714
H -1.264 1.233 -1.925
H -1.228 3.402 0.072
H -2.142 3.390 -1.405
H -2.656 2.367 -0.075
H -0.547 -2.043 1.878
H -0.819 -2.086 0.302
*
```

---

Here is a cluster of 2 separate species, C5H12N2 in total in a non-equilibrium geometry from the Open Molecules 2025 dataset. Energies are from the ωB97M-V functional and the def2-TZVPD basis.

Computed properties:
HOMO energy (spin up / spin down) = -0.4961 / -0.4955 hartree
M = 100.16 g/mol
Relative energy (zero: lowest compared OMol25 entry of this formula, charge and spin) = 206.96 kJ/mol
LUMO level (spin up / spin down) = -3.894 / -7.701 eV
Expectation value of S² = 0.77
Total energy = -8350.4235 eV
Kohn-Sham gap (spin up / spin down) = 9.6042 / 5.7838 eV

Geometry as ORCA input:
```
! RIJCOSX wB97M-V def2-TZVPD def2/J DEFGRID3
* xyz 1 2
C -1.528 2.479 -0.831
C -1.415 1.123 -1.049
N -2.454 0.328 -1.300
H -2.490 2.977 -0.819
H -0.641 3.061 -0.627
H -0.448 0.619 -1.060
H -3.333 0.761 -1.530
H -2.516 -0.617 -0.921
C 1.797 -2.521 0.203
C 2.053 -1.217 0.952
C 0.516 0.436 1.460
N 1.080 -0.203 0.531
H 2.493 -3.296 0.524
H 0.790 -2.900 0.387
H 1.923 -2.391 -0.871
H 3.043 -0.853 0.673
H 2.055 -1.359 2.035
H 0.598 0.197 2.523
H -0.138 1.274 1.224
*
```

---

Here is a cluster of 2 separate species, C5H12N2 in total in a non-equilibrium geometry from the Open Molecules 2025 dataset. Energies are from the ωB97M-V functional and the def2-TZVPD basis.

Computed properties:
HOMO energy (spin up / spin down) = -0.6275 / -0.6557 hartree
M = 100.16 g/mol
Relative energy (zero: lowest compared OMol25 entry of this formula, charge and spin) = 378.79 kJ/mol
LUMO level (spin up / spin down) = -10.143 / -8.522 eV
Total energy = -8338.2929 eV
Kohn-Sham gap (spin up / spin down) = 6.9312 / 9.3211 eV

Geometry as ORCA input:
```
! RIJCOSX wB97M-V def2-TZVPD def2/J DEFGRID3
* xyz 2 1
C 3.096 0.254 -0.598
C 0.833 1.014 0.000
C 4.145 -0.018 0.377
C -2.603 1.296 -0.054
C -1.998 0.110 0.511
N 1.944 0.706 -0.292
N -2.326 -1.185 -0.070
H 3.313 0.138 -1.655
H 0.328 1.935 0.181
H 4.594 -0.998 0.193
H 4.974 0.683 0.208
H 3.813 0.066 1.409
H -3.650 1.404 0.286
H -2.115 2.208 0.291
H -2.654 1.279 -1.146
H -1.575 0.084 1.503
H -3.269 -1.510 0.230
H -1.660 -1.921 0.214
H -2.355 -1.141 -1.106
*
```